A single C18H15NO6 molecule. Source: the OMol25 dataset; level of theory: the ωB97M-V functional and the def2-TZVPD basis.

```
40
Properties=species:S:1:pos:R:3
C 0.49 5.13 1.09
C 1.35 3.95 1.54
H 2.03 3.64 0.73
H 1.93 4.20 2.43
O 0.55 2.83 1.92
C 0.10 2.06 0.93
O 0.25 2.27 -0.25
C -0.59 0.87 1.48
C -0.68 0.40 2.76
C -1.34 -0.84 2.68
C -1.61 -1.04 1.35
O -1.16 0.00 0.62
C -2.22 -2.20 0.63
H -2.30 -1.95 -0.43
H -3.22 -2.42 1.03
O -1.51 -3.42 0.82
C -0.21 -3.55 0.49
O 0.34 -4.60 0.68
C 0.48 -2.35 -0.10
C 1.34 -1.64 0.66
C 1.93 -0.40 0.19
O 2.63 0.34 0.86
N 1.59 -0.06 -1.10
C 0.77 -0.77 -1.92
C 0.48 -0.33 -3.22
C -0.34 -1.08 -4.03
C -0.89 -2.28 -3.58
C -0.63 -2.72 -2.31
C 0.19 -1.97 -1.45
H -1.04 -3.65 -1.96
H -1.52 -2.86 -4.24
H -0.55 -0.73 -5.04
H 0.91 0.60 -3.56
H 1.90 0.85 -1.42
H 1.57 -1.93 1.67
H -1.59 -1.50 3.48
H -0.31 0.89 3.64
H 1.13 5.98 0.87
H -0.06 4.86 0.19
H -0.21 5.40 1.87
```

As for the SMILES: CCOC(=O)c1ccc(COC(=O)c2cc(=O)[nH]c3ccccc23)o1. The LUMO energy comes out at -0.060 eV. The energy relative to the best compared isomer or geometry (same formula, charge and spin) is 0.118 eV. As for the HOMO energy: -8.60 eV. The value obtained for the energy is -1201.15475 a.u.